{
  "formula": "C24H43NNiP2",
  "method": "the ωB97M-V functional and the def2-TZVPD basis",
  "symbols": ["H", "C", "H", "H", "H", "H", "C", "H", "H", "H", "H", "C", "H", "H", "C", "N", "C", "H", "H", "H", "Ni", "C", "C", "H", "H", "H", "C", "P", "H", "H", "C", "C", "H", "H", "C", "H", "H", "H", "H", "H", "C", "H", "H", "H", "C", "H", "C", "H", "C", "H", "C", "H", "C", "P", "C", "C", "H", "C", "C", "C", "H", "H", "C", "H", "H", "H", "H", "H", "H", "C", "H"],
  "coordinates": [[-4.7198, 3.6368, -1.4519], [-3.7160, 0.2597, 0.7365], [-3.2584, 5.5943, -5.0302], [-1.4832, -5.4133, 0.1532], [-3.1914, 2.1948, -1.7560], [-4.2657, -0.0255, -2.3943], [-1.4254, -3.5444, 1.2024], [1.8126, -2.4574, 2.3398], [1.9396, -2.3391, 4.1104], [2.8195, 2.0229, -2.0765], [1.7192, -0.4673, -0.6611], [1.8629, 2.3801, -2.4778], [-2.7409, 6.4106, -1.3606], [-1.1231, 3.6977, -1.6968], [-2.8727, 6.1316, -2.4232], [0.0189, -2.0871, 3.3991], [-0.9139, -1.4748, 2.4479], [1.5136, 1.6900, -3.2722], [0.1946, -3.1329, 5.1672], [-2.8996, 7.1146, -2.9530], [-0.4704, 0.6443, -0.6864], [-2.3629, 2.0912, -1.0584], [-1.0795, 2.6066, -1.7617], [-3.6115, 2.6552, -5.4481], [-1.8146, -3.9302, 2.1407], [-3.4479, 1.0567, 1.4513], [-1.2507, -4.3324, 0.0606], [0.6777, 2.3623, -1.0879], [-0.7453, 5.5057, -2.2570], [2.1372, 1.1344, 0.0178], [1.4314, -1.9312, 3.2350], [-0.8730, -1.5953, -0.1260], [1.1673, -0.0018, 0.9735], [-4.7502, 0.4071, 0.3900], [-3.2863, -0.4644, -2.1499], [-4.4544, 2.0139, -3.3414], [-0.5939, -0.4309, 2.3203], [1.6628, -0.8685, 3.1271], [2.0150, 3.3839, -2.9148], [-1.4752, -3.0165, 4.4991], [1.3538, 0.3634, -0.0452], [-1.0905, 2.3284, -2.8310], [-0.7968, 3.9747, -4.2249], [-1.8841, -1.4865, 2.9636], [-4.2525, 5.4557, -2.5994], [1.0202, 4.6583, -0.2064], [-1.6697, 4.5665, -3.9559], [-4.9177, 5.8970, -1.8352], [-3.8801, 3.5401, -4.8460], [-2.6012, -0.3361, -3.0015], [-4.1774, 3.0891, -3.4351], [-0.3159, -1.9314, -2.1742], [-4.3298, 3.9572, -2.4413], [-2.5745, 0.2992, -0.6633], [-0.7832, -3.7821, -1.1359], [-0.4154, -3.1562, 4.2506], [1.9295, 3.3923, 0.6672], [0.9682, 3.6303, 0.1937], [-0.6155, -2.3909, -1.2277], [-2.7693, 4.6058, -4.9755], [-4.6725, 5.8098, -3.5603], [-3.6273, -0.7322, 1.2176], [-1.6682, 5.3276, -2.8330], [0.1574, 3.5811, 0.9457], [-4.8014, 3.9405, -5.3372], [-0.5535, -4.4201, -1.9992], [-3.4122, -1.5380, -1.9408], [-2.3044, 4.4678, -5.9716], [-0.2845, -4.1571, 3.7953], [-1.0520, -2.1702, 1.1210], [-2.6112, 2.6967, -0.1708]],
  "forces_ev_per_a": [[0.582, 0.002, -0.715], [-0.590, -0.317, -0.063], [0.467, -0.300, 0.235], [0.215, 0.752, -0.320], [0.573, 0.666, 0.214], [0.161, -0.207, -0.038], [0.666, 0.950, -1.092], [0.123, 0.112, 0.158], [0.044, 0.130, -0.013], [-0.185, -0.008, -0.207], [0.089, 0.062, 0.018], [-0.081, 0.875, -0.191], [-0.073, -0.180, -0.358], [-0.580, -0.571, -0.246], [0.262, 0.703, 0.621], [-0.697, 0.534, 0.358], [0.354, 0.228, 0.772], [0.121, 0.330, 0.618], [-0.318, -0.085, -0.078], [0.081, -0.614, 0.221], [-0.143, -1.874, 0.956], [-1.267, -0.103, 0.123], [0.579, 0.993, -0.195], [-0.017, 0.263, 0.241], [0.212, -0.247, -0.186], [-0.019, -0.429, -0.335], [-0.465, -0.858, 0.592], [-1.697, 0.138, -1.188], [-0.506, -0.432, -0.219], [0.278, -0.348, 0.151], [-0.142, -0.138, -0.741], [2.184, 0.862, 0.210], [0.356, -0.120, -0.022], [0.122, -0.039, 0.282], [-0.739, -0.066, 0.213], [0.441, 0.913, 0.207], [-0.198, -0.103, -0.150], [0.220, -0.008, -0.005], [0.068, -0.352, 0.035], [0.192, -0.119, 0.067], [1.394, -1.591, 1.820], [0.057, 0.207, 0.545], [-0.026, 0.160, 0.132], [0.009, 0.212, -0.045], [-0.461, 0.678, 0.016], [-0.029, -0.314, 0.138], [0.290, 1.476, 0.797], [0.230, -0.157, -0.289], [-0.138, -0.492, -0.476], [-0.150, -0.048, 0.395], [-1.122, -0.010, -0.729], [-0.108, -0.206, 0.083], [-1.059, 0.225, 0.373], [1.426, 0.858, 0.168], [0.195, 0.211, -0.252], [0.220, -0.157, -0.260], [-0.284, 0.115, 0.065], [0.110, 0.314, -0.388], [-0.749, -1.097, -0.146], [-0.222, 0.109, -0.826], [0.095, -0.544, 0.356], [-0.098, 0.485, -0.112], [0.014, 0.112, -1.951], [0.440, -0.142, -0.416], [0.499, -0.272, 0.431], [-0.149, 0.162, 0.400], [0.088, 0.296, -0.213], [-0.178, 0.095, 0.424], [-0.139, 0.051, 0.187], [-0.997, -1.482, 0.116], [0.168, -0.247, -0.272]],
  "charge": 0,
  "de_lowest_kj_mol": 0.0,
  "orbital_gap_ev": [4.20, 7.09],
  "multiplicity": 3
}

{
  "formula": "C24H44BLuNP2",
  "method": "the ωB97M-V functional and the def2-TZVPD basis",
  "symbols": ["H", "C", "C", "C", "H", "C", "H", "C", "H", "H", "H", "H", "C", "H", "B", "H", "H", "P", "C", "H", "H", "H", "H", "H", "C", "H", "H", "H", "H", "C", "H", "C", "H", "H", "H", "C", "C", "C", "H", "H", "C", "C", "H", "H", "H", "H", "Lu", "C", "C", "N", "C", "H", "H", "H", "H", "C", "H", "H", "H", "H", "H", "C", "H", "H", "H", "H", "H", "P", "C", "C", "C", "C", "H"],
  "coordinates": [[-0.3652, 2.5558, 2.5731], [-0.8276, 2.6860, -3.2045], [-1.1545, 0.1180, -4.8671], [-3.4642, 4.1318, -0.2889], [0.0351, 1.9275, -3.1774], [0.0481, 1.2151, 0.9455], [-1.4873, -0.0486, 2.8074], [0.0286, -0.1632, 1.3133], [1.7659, -1.7181, -6.3675], [-0.4812, 2.6151, -6.6874], [1.3770, -2.4978, -4.7919], [2.4402, -2.4329, 0.3427], [-0.2956, -0.3927, -3.7056], [0.8283, 3.4489, -0.5707], [-2.3928, -3.2212, 0.0034], [-4.3781, 4.6066, -0.6674], [-3.6107, 0.6583, -2.9804], [1.2432, -0.1268, -4.6393], [1.1200, -0.8007, 0.6765], [-5.3478, 2.2543, -2.1709], [-5.8211, 2.8099, -0.5272], [-2.5553, 1.5892, -5.6763], [3.4872, 0.6297, -4.3853], [3.6671, 0.9016, -0.9376], [-2.2821, 2.3694, -2.6993], [-2.4179, -4.0964, -0.8490], [-5.4583, 1.1006, -0.8090], [-3.4162, 4.2422, 0.8005], [2.7115, 0.4440, -2.8164], [3.2505, -0.0173, -0.5083], [-0.2807, -1.3325, 3.0707], [1.4714, -2.2304, 0.8125], [-0.4388, 3.5061, -2.5901], [2.3398, 1.8785, -3.8071], [-1.8883, 3.3221, -5.0106], [-2.4383, -1.8953, -0.7573], [-0.0457, 2.3993, -5.6958], [-0.8700, -0.8029, 2.3009], [0.9869, 2.7784, -5.7553], [-3.2836, 0.1049, -5.2125], [-5.1830, 2.1229, -1.0954], [-0.7692, 2.2793, 1.5788], [-0.7829, 3.1945, 0.9718], [3.2906, -0.8169, -1.2625], [1.5291, -2.5342, 1.8706], [-1.5316, -1.5374, 1.8175], [-1.0137, 0.7498, -1.9654], [1.6594, 2.7421, -0.4124], [2.5405, 0.7960, -3.8410], [-2.4156, -0.8744, -1.3531], [-3.1542, 1.4687, -3.5848], [-1.3452, -3.3352, 0.6360], [-4.0276, 2.0802, -3.8922], [-1.3951, -0.7702, -5.4960], [-2.5824, 4.6024, -0.7359], [1.8875, -1.6521, -5.2757], [3.9292, -0.3263, 0.3063], [2.3546, 3.2068, 0.3130], [-0.4482, 4.2345, -4.6693], [0.7137, -2.8634, 0.3279], [-3.3654, -3.2902, 0.7423], [1.8758, 0.1861, -0.0081], [-0.5856, -1.3835, -3.3097], [0.2060, 0.4675, -6.5749], [-2.7431, 3.3527, -2.5861], [2.1996, 2.6319, -1.3668], [2.9612, -1.7202, -5.0361], [-3.4271, 2.3418, -0.6328], [-2.5489, 0.8491, -4.8682], [1.1698, 1.4239, 0.0731], [-0.8515, 3.2156, -4.6771], [0.0012, 0.8745, -5.5702], [-1.8106, 1.9534, 1.7207]],
  "forces_ev_per_a": [[-0.221, -0.039, -0.363], [0.513, 1.982, -0.892], [-0.497, -0.803, -1.782], [0.180, 0.232, -0.392], [-0.854, 0.889, -0.362], [-0.267, -0.778, -0.914], [0.089, -0.262, -0.048], [0.597, 0.582, -0.883], [0.058, -0.093, 0.315], [0.224, -0.040, 0.351], [0.049, 0.378, -0.210], [-0.117, -0.102, 0.137], [0.958, -0.781, -0.098], [0.288, -0.066, 0.057], [-0.025, -1.165, 0.436], [0.324, -0.041, 0.054], [0.351, 0.175, -0.310], [-2.492, 0.740, 2.569], [-0.217, 1.165, 0.146], [-0.214, 0.056, 0.277], [0.327, 0.045, -0.147], [0.211, -0.188, 0.173], [-0.329, 0.211, 0.123], [0.017, -0.153, 0.026], [-1.794, 2.017, 0.158], [-0.122, 0.203, 0.044], [0.001, 0.153, -0.273], [0.062, 0.039, -0.173], [-0.224, -0.030, -0.157], [0.661, -0.219, -0.284], [-0.285, 0.131, -0.244], [0.122, -0.585, 0.022], [-0.058, -0.215, 0.167], [-0.053, -0.409, -0.081], [0.280, -0.041, 0.184], [0.359, 1.845, -0.851], [0.449, 0.214, -0.522], [-0.458, -0.205, 0.257], [-0.265, -0.052, 0.070], [0.210, 0.188, 0.294], [0.051, -0.681, -0.444], [-0.271, 0.406, 0.498], [-0.022, -0.033, 0.118], [0.235, 0.077, 0.069], [-0.004, 0.003, -0.312], [0.141, 0.179, 0.381], [1.132, -3.192, 6.454], [0.472, 0.537, 0.154], [1.004, 0.201, 0.011], [-0.090, -1.322, 0.624], [-0.747, -0.259, -0.466], [-0.455, 0.327, -0.350], [0.490, -0.418, 0.012], [0.239, 0.554, 0.162], [-0.091, 0.157, 0.308], [0.677, -0.598, -0.753], [-0.199, 0.124, -0.285], [-0.202, 0.032, -0.350], [-0.045, -0.192, -0.027], [0.277, 0.025, 0.209], [0.227, 0.127, -0.247], [-1.318, -0.176, -0.250], [0.464, 0.164, -0.193], [-0.717, 0.404, -0.136], [0.302, 0.035, -0.771], [-0.065, 0.207, 0.235], [-0.360, 0.037, -0.183], [1.095, -0.490, 0.309], [-0.263, -0.331, 0.130], [-0.745, -0.534, -0.533], [0.090, 0.120, 0.361], [0.621, -0.624, -1.686], [0.236, 0.158, 0.079]],
  "charge": 1,
  "de_lowest_kj_mol": 36.4,
  "orbital_gap_ev": 5.02
}

{
  "formula": "C24H44Cl2N9S",
  "method": "the ωB97M-V functional and the def2-TZVPD basis",
  "symbols": ["H", "H", "N", "H", "N", "C", "H", "C", "C", "H", "C", "H", "N", "C", "H", "H", "H", "H", "H", "H", "C", "C", "N", "H", "C", "H", "H", "H", "H", "C", "C", "N", "H", "C", "H", "H", "H", "S", "H", "H", "C", "C", "N", "H", "H", "H", "Cl", "C", "H", "C", "C", "H", "C", "N", "H", "C", "H", "C", "C", "H", "H", "C", "H", "C", "C", "H", "C", "H", "H", "H", "N", "Cl", "H", "H", "H", "N", "H", "H", "H", "H"],
  "coordinates": [[-6.1455, -2.7159, -1.3292], [-1.3204, -0.8451, 2.1994], [1.7827, 0.4168, -3.0573], [0.5307, -0.1940, -0.4097], [-3.8252, -3.1965, -6.5365], [0.3943, -3.7589, 0.2718], [-5.1483, -2.1586, -3.8066], [0.2163, -2.3748, -0.5879], [-0.1363, -0.9645, 0.1697], [6.2927, 5.0184, 0.6315], [0.5233, 0.4857, 2.4201], [2.6069, -2.1278, 1.5268], [-3.4783, -2.1979, -1.3158], [0.8857, 4.3404, 1.0564], [0.6046, -2.0514, -4.7305], [5.5505, -7.3673, 3.7413], [1.1135, -0.8568, -5.9226], [-3.7706, -3.0727, -1.8059], [0.2478, 4.7654, -0.8606], [-3.4505, -1.6904, -3.7309], [1.8127, 9.1478, 1.1171], [0.2517, 1.8172, 1.5035], [-1.5158, -0.6802, -0.4007], [4.8533, 4.0442, 0.3378], [-4.0442, -2.5557, -5.5905], [1.0458, 1.7744, 0.6132], [-0.8196, 1.8535, 1.0277], [-4.1608, -0.9565, 0.3279], [-0.4121, 3.6619, 2.8344], [4.4983, 6.1491, 0.3853], [-4.4831, -1.1491, -0.8050], [3.8271, 7.0679, 0.6276], [4.2325, -6.8601, 2.6862], [1.6135, -0.3593, -3.9073], [-4.4645, -0.1739, -1.4597], [1.8722, -3.3497, 2.7663], [-6.6990, -0.8513, -1.2812], [-6.6321, 0.0219, 1.4632], [2.0469, 9.1287, 2.1867], [1.5093, 10.1708, 0.8706], [-0.1957, -0.8920, 1.8062], [-4.3212, -1.7447, -4.3931], [-0.1291, 4.1946, -0.0703], [0.0156, 0.6672, 3.4822], [3.6684, -3.6388, 2.2238], [-2.1081, -0.1559, 0.2826], [3.0732, -4.1455, -0.8980], [5.1506, -6.5187, 3.1762], [1.4783, 3.1101, 2.9772], [1.3994, -1.3417, -4.9831], [4.9034, -5.3551, 4.0441], [-5.2779, 0.4555, 1.5742], [-6.0314, -1.6943, -0.7666], [-0.0619, 7.4008, 0.4995], [1.9726, 4.1504, 0.6226], [1.9801, -4.1378, 0.6119], [1.6863, 0.2551, 2.5392], [-2.1366, -1.8754, -1.0912], [0.7655, 8.1718, 0.7721], [5.5981, 4.9378, -0.9866], [-0.2797, -3.8409, 1.2265], [0.5469, 3.2499, 2.2773], [-7.6304, -2.2460, 0.8439], [-6.5700, -1.7508, 0.8119], [2.6202, -3.2614, 1.8403], [0.2832, -1.8251, 2.3432], [5.3480, 4.9863, 0.0785], [1.9450, -5.2664, 0.9922], [5.8724, -6.2875, 2.3856], [-5.7740, -2.4301, 1.3772], [-0.9396, -2.7024, -1.5116], [-0.1894, -5.1466, -0.8719], [-0.5040, -2.4733, -2.4490], [1.1387, -2.0970, -1.2556], [-1.0271, 4.6092, 0.2819], [4.7081, -4.4359, 4.7298], [0.7608, 5.4137, 1.5097], [-4.5931, -0.7166, -4.6549], [2.3037, -1.9263, -5.1830], [2.7450, 8.9482, 0.5782]],
  "forces_ev_per_a": [[0.190, 1.867, 1.114], [2.222, -0.263, -1.204], [-0.371, -1.362, -1.207], [-0.999, -1.182, 1.900], [-0.334, 1.107, 1.683], [1.436, -0.107, -0.377], [0.048, -0.079, -0.275], [0.206, -0.169, 0.419], [-0.008, -0.501, -1.051], [-0.256, 0.202, -0.008], [-0.596, -0.220, 0.187], [0.436, -2.186, 0.671], [3.001, 2.308, 1.142], [-0.239, 0.044, 1.072], [0.110, 0.188, 0.080], [-0.093, 0.295, 0.077], [0.053, 0.097, 0.291], [0.720, 1.128, 0.589], [-0.918, -0.438, 1.019], [-0.054, -0.069, -0.400], [0.113, 0.493, -0.089], [1.136, -0.001, -0.145], [-3.395, -3.317, -0.301], [-0.098, 0.299, 0.027], [0.241, -0.767, -1.150], [-1.927, 0.161, 1.735], [2.043, -0.219, 0.939], [-0.647, -0.120, -2.615], [2.091, -1.081, -0.875], [-0.749, 1.026, 0.271], [-0.988, -0.118, 0.852], [1.411, -1.930, -0.454], [0.056, 0.209, 0.201], [0.198, 0.831, 0.893], [0.414, -1.973, 1.370], [1.600, 0.046, -1.976], [1.463, -2.089, 0.884], [0.784, -0.546, 0.029], [-0.172, -0.205, -0.195], [-0.280, -0.260, 0.021], [0.067, 0.774, 0.829], [-0.009, 0.153, 0.075], [0.798, 0.594, 0.877], [1.371, -0.530, -2.154], [-2.170, 0.866, -1.143], [0.447, -0.587, -1.035], [-1.168, 0.257, 1.386], [0.068, -0.193, -0.145], [-1.958, 0.475, -1.182], [0.031, -0.112, -0.212], [-0.183, 0.974, 0.791], [-1.551, -1.080, -0.266], [-0.492, 0.959, 0.254], [1.277, 1.311, 0.425], [-2.287, 0.441, 0.977], [-0.645, -1.162, 2.041], [-2.555, 0.763, -0.158], [2.978, 0.907, 0.255], [-0.763, -0.727, -0.298], [-0.178, 0.211, 0.174], [1.444, 0.315, -1.833], [-0.039, -0.175, -1.657], [2.043, 1.280, 0.164], [1.784, -1.185, -1.423], [-1.129, 0.350, 0.062], [-0.906, 1.828, -1.373], [0.147, -0.181, -0.054], [0.109, 2.462, -1.083], [-0.113, 0.165, 0.237], [-1.963, 1.482, -0.840], [-1.492, 3.118, -0.052], [0.742, 0.572, 1.445], [-1.872, -0.387, 0.936], [-1.551, -1.218, 1.436], [1.309, -0.175, -0.798], [0.264, -1.480, -1.201], [0.844, -2.023, -0.800], [0.053, -0.238, -0.159], [-0.077, 0.220, 0.209], [-0.518, -0.125, 0.146]],
  "charge": 1,
  "orbital_gap_ev": 7.27
}

Computed maximum force, in the same sequence as the records: 2.79, 7.29, 4.76 eV/Å.
Computed M, in the same sequence as the records: 466.256, 594.350, 561.652 u.